# 1
The following is a DFT calculation (ωB97M-V/def2-TZVPD) of C6H10O3 in the gas phase.

Each line ends with the Löwdin charge.
Element x y z (Å)
1 O -2.32687 0.33998 0.91704  0.186
2 O 1.42469 1.34838 -0.64699  -0.010
3 O -0.56283 -1.92527 -0.81822  -0.025
4 C 0.12359 0.37091 1.17148  -0.249
5 C 1.01004 0.20763 -0.00243  -0.275
6 C -1.15362 0.39187 0.84105  -0.150
7 C -0.02959 -0.68420 -1.20978  -0.352
8 C -1.04446 0.05509 -2.05820  -0.048
9 C 0.63955 0.26740 2.58256  -0.033
10 H -0.63464 0.98763 -2.44356  0.081
11 H 0.83938 -0.87791 -1.85654  0.122
12 H 1.24424 1.13972 2.83823  0.081
13 H 1.90179 -0.39272 0.20068  0.148
14 H 1.26519 -0.62073 2.69934  0.083
15 H -1.31979 -0.57106 -2.90714  0.090
16 H -0.18746 0.20095 3.28700  0.083
17 H 0.66425 1.93449 -0.76840  0.102
18 H -1.95602 0.24762 -1.49814  0.065
19 H 0.10256 -2.41977 -0.32799  0.100

Forces on atoms 1 to 3 (eV/Å):
O 1.381 0.325 -1.026
O 0.514 1.000 -0.396
O -0.307 0.294 0.636

SMILES = CC(=C=O)[C@H](O)[C@H](C)O
Gap between HOMO and LUMO = 9.10 eV
Charge = 0
LUMO energy = 0.5 eV
Multiplicity = 1
ΔE to the lowest compared entry with this formula, charge and spin = 63.04 kcal per mole

---

# 2
The following is a DFT calculation (ωB97M-V/def2-TZVPD) of a molecular structure, C2H6N2O2.

Each line ends with the Löwdin charge.
Element x y z (Å)
1 O 0.74664 -1.17344 0.42209  -0.321
2 O -0.24052 1.91490 -1.27299  -0.064
3 N -0.02387 -0.18861 -1.36864  0.131
4 N -0.75881 0.77200 -1.75444  -0.041
5 C 0.75275 0.69801 -0.51041  -0.014
6 C -0.08460 -1.15204 1.51716  -0.296
7 H 0.45591 -1.45227 2.43152  0.068
8 H 0.42864 0.93353 0.49636  0.094
9 H 1.78276 0.86546 -0.80629  0.132
10 H -1.60952 0.72448 -2.31127  0.189
11 H -0.48641 -0.13130 1.74516  0.057
12 H -0.96298 -1.81072 1.41174  0.064

Forces on atoms 1 to 3 (eV/Å):
O 0.310 0.577 -0.166
O -0.944 -0.506 -0.673
N -1.243 1.502 -0.836

Gap between HOMO and LUMO (alpha / beta) = 7.27 / 7.26 eV
Charge = 0
LUMO energy (alpha / beta) = -0.7 / -0.7 eV
Multiplicity = 1
ΔE to the lowest compared entry with this formula, charge and spin = 195.51 kcal per mole

---

# 3
The following is a DFT calculation (ωB97M-V/def2-TZVPD) of a molecular structure, C16H12MnN3O6.

Each line ends with the Löwdin charge.
Element x y z (Å)
1 Mn 0.92558 -0.50078 0.27031  1.036
2 O -0.88293 -1.36187 1.07441  -0.120
3 O 2.69725 1.94960 0.70407  -0.035
4 O 2.69712 -1.29941 0.30686  -0.139
5 O 1.97467 1.08070 -1.25840  0.037
6 O 4.07233 -2.53361 -0.98196  0.111
7 O -2.68424 -2.49139 0.29337  0.063
8 N -0.63436 0.91189 -0.10803  0.033
9 N -1.95354 2.39983 -1.06301  0.143
10 N 0.63307 -2.32951 -0.67963  0.063
11 C -3.16173 3.22161 1.01051  -0.016
12 C 0.36433 -4.69511 -1.90470  -0.023
13 C 1.72549 -2.92226 -1.12370  -0.157
14 C -1.48813 1.28643 2.26357  -0.001
15 C -2.37163 2.05480 2.98942  -0.069
16 C 2.01007 1.12357 -0.04816  -0.501
17 C -1.42571 1.50553 0.88832  -0.191
18 C -0.74436 -4.10295 -1.30773  0.026
19 C 3.59944 2.82775 -0.01600  -0.021
20 C -0.55591 -2.89748 -0.65449  -0.151
21 C -3.19957 3.01070 2.37164  -0.081
22 C -1.50048 -2.20735 0.32163  -0.588
23 C -2.25368 2.44822 0.29269  -0.182
24 C 1.63439 -4.12806 -1.78445  0.026
25 C 2.97123 -2.24118 -0.59857  -0.523
26 C -0.98149 1.47762 -1.22776  -0.119
27 H -2.44782 1.90494 4.05814  0.106
28 H -0.54506 1.25530 -2.18895  0.145
29 H -3.88756 3.58624 2.97697  0.104
30 H 4.23178 3.26507 0.74843  0.093
31 H 0.25199 -5.64654 -2.40973  0.112
32 H 2.53029 -4.61815 -2.13827  0.125
33 H -3.81014 3.94281 0.53083  0.111
34 H 3.03295 3.59708 -0.53572  0.095
35 H 4.18786 2.25348 -0.72596  0.098
36 H -1.71910 -4.56953 -1.28983  0.124
37 H -2.38521 2.92625 -1.80118  0.162
38 H -0.90719 0.51575 2.74509  0.108

Forces on atoms 1 to 3 (eV/Å):
Mn -0.463 -0.142 0.320
O -0.082 -0.467 0.058
O 0.035 -0.046 -0.201

Gap between HOMO and LUMO (alpha / beta) = 8.51 / 9.01 eV
Charge = 0
LUMO energy (alpha / beta) = -0.6 / -0.3 eV
Multiplicity = 5

---

# 4
The following is a DFT calculation (ωB97M-V/def2-TZVPD) of C7H12O in the gas phase.

Each line ends with the Löwdin charge.
Element x y z (Å)
1 O 0.73992 0.90141 0.28515  -0.013
2 C -0.62226 0.61616 0.19229  -0.319
3 C -1.09682 -0.60931 0.44564  -0.125
4 C -1.37621 1.72698 -0.47985  -0.019
5 C 2.97985 0.24316 0.59736  -0.025
6 C -2.52592 -1.01365 0.27259  -0.086
7 C 1.66924 -0.02542 -0.07704  -0.411
8 C 1.41506 -1.10005 -0.82985  0.045
9 H -0.47832 -1.32360 0.97306  0.115
10 H -3.09510 -0.27339 -0.28156  0.063
11 H 0.53770 -1.20446 -1.44512  0.066
12 H -1.64949 1.46578 -1.50387  0.089
13 H 2.91108 -0.01552 1.65404  0.086
14 H 2.19714 -1.81570 -1.01233  0.059
15 H 3.78241 -0.32692 0.13846  0.079
16 H -2.99851 -1.14705 1.24632  0.076
17 H 3.23276 1.29948 0.52180  0.084
18 H -2.58899 -1.96310 -0.25918  0.074
19 H -2.28734 1.95268 0.06968  0.080
20 H -0.74620 2.61253 -0.50764  0.081

Forces on atoms 1 to 3 (eV/Å):
O -0.275 0.575 0.345
C 0.042 -1.211 -1.178
C -0.303 1.049 0.952

SMILES = C=C(C)O/C(C)=C/C
Gap between HOMO and LUMO = 9.06 eV
Charge = 0
LUMO energy = 1.0 eV
Multiplicity = 1
ΔE to the lowest compared entry with this formula, charge and spin = 29.13 kcal per mole

---

# 5
The following is a DFT calculation (ωB97M-V/def2-TZVPD) of a molecular structure, C57H48AsN4O2P2S2SeTeTl.

Each line ends with the Löwdin charge.
Element x y z (Å)
1 Tl 0.10944 -0.13518 0.89251  0.660
2 Te 0.35277 1.17133 -4.82847  1.205
3 Se -2.33056 2.50543 5.11795  0.321
4 As -1.46150 -2.50616 2.52068  1.337
5 S -3.30360 -0.56051 -0.96052  0.791
6 S 1.87415 -2.71934 0.54910  0.550
7 P 1.73790 0.36993 -2.00989  0.749
8 P -0.77077 1.86663 -1.73810  0.866
9 O 1.43402 -1.08524 2.95952  -0.314
10 O -2.51011 -1.30525 0.07481  -0.685
11 N 2.59541 -1.67280 2.92004  -0.235
12 N 2.72006 5.36237 -5.96896  0.029
13 N -1.54347 0.53157 3.05032  -0.045
14 N -0.34205 -1.84995 -1.93189  0.057
15 C -1.68710 -4.40684 2.08339  -0.287
16 C 3.94916 3.62121 -0.52910  -0.098
17 C -3.97585 -3.76766 2.55677  -0.193
18 C 3.08230 -0.24176 -3.15241  -0.308
19 C 3.43924 -1.46479 3.95950  -0.045
20 C 0.29791 -3.53825 4.59202  -0.116
21 C 2.69742 2.96723 -5.74151  -0.135
22 C 0.53374 4.33442 -1.13215  -0.133
23 C 3.22108 2.79009 -1.36884  -0.133
24 C -0.84567 -2.13920 6.69449  -0.091
25 C 5.41691 -0.23710 -3.86598  -0.104
26 C -4.19099 -1.44952 3.19999  -0.099
27 C -4.05063 3.80939 -4.42763  -0.117
28 C -1.83186 1.30872 3.87447  -1.002
29 C -5.35893 -3.91308 2.62694  -0.047
30 C -3.02063 -4.82694 2.15567  -0.192
31 C 0.91067 5.37175 -0.29216  -0.098
32 C 1.40556 5.34432 -5.72352  -0.177
33 C -3.28356 4.63696 -3.62164  -0.104
34 C 0.67769 4.18923 -5.47954  -0.133
35 C -3.82674 2.43768 -4.39987  -0.105
36 C -0.70321 -5.28945 1.65452  -0.100
37 C 1.33096 2.95989 -5.48374  -0.531
38 C 0.73982 1.69450 -2.80519  -0.892
39 C 2.94581 -2.48785 1.85854  -0.702
40 C 0.28349 -2.91569 6.91691  -0.115
41 C 4.27388 3.20747 0.76062  -0.102
42 C -0.25479 4.32756 1.53488  -0.072
43 C -1.40151 -2.06033 5.42212  -0.095
44 C 2.87244 -1.28952 -4.06279  -0.140
45 C -6.15377 -2.83426 2.99040  -0.108
46 C -3.35030 -6.14301 1.84514  -0.046
47 C -0.24499 3.28030 -0.65636  -0.383
48 C -2.83285 1.91402 -3.58693  -0.188
49 C 0.85613 -3.61616 5.85977  -0.104
50 C -3.89013 0.92207 -0.13854  -0.241
51 C 4.22264 -3.08779 1.92926  -0.114
52 C -1.03757 -6.60491 1.35119  -0.097
53 C 2.81219 1.52333 -0.94673  -0.354
54 C 4.38583 0.26173 -3.07567  -0.082
55 C -5.57033 -1.60385 3.28108  -0.096
56 C 5.18425 -1.27500 -4.75188  -0.120
57 C -3.38985 -2.52937 2.84636  -0.297
58 C 3.90297 -1.80131 -4.83895  -0.101
59 C -2.28500 4.10577 -2.80822  -0.085
60 C -0.63809 3.29579 0.68116  -0.124
61 C 0.46525 -1.12644 -2.46127  -0.337
62 C 5.08205 -2.87425 2.98108  -0.111
63 C 3.17608 1.11146 0.33365  -0.131
64 C -0.83942 -2.76588 4.36299  -0.347
65 C 0.52586 5.36508 1.04694  -0.098
66 C -4.89466 -1.40956 -0.97184  -0.248
67 C -2.02303 2.73682 -2.79300  -0.387
68 C -2.35757 -7.03161 1.45370  -0.107
69 C 3.33774 4.17799 -5.97075  -0.177
70 C 4.68084 -2.03937 4.02444  -0.098
71 C 3.89298 1.94464 1.18913  -0.080
72 H 2.95807 3.12235 -2.36802  0.095
73 H 0.91288 6.31307 -5.72001  0.091
74 H -1.70627 4.77159 -2.18366  0.090
75 H -4.42662 1.77604 -5.01452  0.095
76 H 1.52393 6.17958 -0.67689  0.096
77 H -4.38023 -6.47815 1.90078  0.094
78 H -3.73457 -0.48605 3.39689  0.071
79 H 4.40762 4.20300 -6.16019  0.092
80 H -0.38508 4.24632 -5.27013  0.083
81 H -1.28671 -1.57488 7.50765  0.096
82 H -3.01778 1.55775 0.01834  0.013
83 H -4.61308 1.43197 -0.77883  0.059
84 H 5.31939 -1.83187 4.87179  0.091
85 H -5.82166 -4.86466 2.38905  0.094
86 H 0.72575 -2.96464 7.90557  0.087
87 H -6.19046 -0.76078 3.56225  0.097
88 H 3.69676 -2.61808 -5.52168  0.093
89 H -1.25687 2.49762 1.08099  0.044
90 H 0.84130 6.16538 1.70710  0.091
91 H 0.31565 -4.93908 1.52556  0.053
92 H 4.81801 3.86923 1.42509  0.090
93 H 0.76410 -4.06704 3.76738  0.092
94 H 4.61765 1.05448 -2.38407  0.084
95 H -7.22992 -2.95108 3.04307  0.089
96 H -2.61711 -8.05543 1.21081  0.089
97 H 5.98881 -1.67306 -5.36041  0.088
98 H 3.03552 -0.80935 4.71605  0.132
99 H 4.49593 -3.71820 1.09460  0.091
100 H 6.40898 0.19077 -3.77657  0.092
101 H -4.32005 0.62931 0.82070  0.056
102 H 4.14239 1.60382 2.18827  0.098
103 H -2.67349 0.84229 -3.55650  0.067
104 H 4.25362 4.60290 -0.87661  0.096
105 H -4.72961 -2.38463 -1.42972  0.050
106 H 0.85858 4.31700 -2.16868  0.095
107 H 2.92270 0.10629 0.66278  0.043
108 H -0.59509 -2.07182 -0.97136  -0.009
109 H 6.05866 -3.34347 2.99636  0.092
110 H -0.56260 4.30194 2.57459  0.090
111 H 1.88873 -1.71945 -4.15554  0.056
112 H -5.21705 -1.53043 0.06554  0.046
113 H -2.26230 -1.42475 5.25424  0.086
114 H -5.61570 -0.83088 -1.55439  0.050
115 H -4.82197 4.22749 -5.06425  0.088
116 H -0.26973 -7.29414 1.01955  0.094
117 H 1.75059 -4.20791 6.01941  0.094
118 H -3.46021 5.70662 -3.62083  0.092
119 H 3.26305 2.04150 -5.73960  0.086

Forces on atoms 1 to 3 (eV/Å):
Tl 0.070 -0.096 0.297
Te 0.222 0.419 0.383
Se -0.091 0.173 0.225

Gap between HOMO and LUMO = 5.49 eV
Charge = -2
LUMO energy = 3.7 eV
Multiplicity = 1
ΔE to the lowest compared entry with this formula, charge and spin = 32.54 kcal per mole

---

# 6
The following is a DFT calculation (ωB97M-V/def2-TZVPD) of a molecular structure, C7H14InOPS.

Each line ends with the Löwdin charge.
Element x y z (Å)
1 In -1.11395 1.37768 -0.42118  0.687
2 S 0.89241 0.31366 1.83963  0.818
3 P -1.84222 3.47249 -1.69563  0.486
4 O 0.73484 0.05323 0.32459  -0.726
5 C -0.26736 -2.75366 -2.26518  -0.188
6 C -1.40103 -1.87754 -2.11405  -0.236
7 C 2.67149 0.08702 2.10327  -0.249
8 C 0.05983 -3.26889 -0.97793  -0.186
9 C -1.87109 -2.01581 -0.77798  -0.269
10 C 0.95518 2.12100 2.13147  -0.312
11 C -0.99737 -2.92451 -0.09367  -0.203
12 H -0.72413 4.07999 -1.00189  -0.088
13 H 1.28256 2.21746 3.18390  0.061
14 H -1.08366 -3.20779 0.94940  0.060
15 H 0.93752 -3.85123 -0.72082  0.064
16 H 2.92569 -0.93779 1.80826  0.066
17 H -1.80004 -1.07446 -2.80137  0.057
18 H -2.74981 -1.48108 -0.37858  0.050
19 H 2.92494 0.24805 3.15891  0.060
20 H 3.20459 0.81297 1.47892  0.060
21 H 1.70626 2.59403 1.48548  0.061
22 H -3.09425 3.27211 -0.99064  -0.069
23 H -0.02614 2.59730 2.01796  0.003
24 H -1.63028 3.07747 -3.08064  -0.062
25 H 0.30603 -2.93169 -3.16223  0.054

Forces on atoms 1 to 3 (eV/Å):
In -0.022 -3.436 1.556
S 0.569 -0.127 -1.426
P -0.165 1.760 -1.581

Gap between HOMO and LUMO (alpha / beta) = 4.24 / 4.24 eV
Charge = 0
LUMO energy (alpha / beta) = -1.1 / -1.1 eV
Multiplicity = 1
ΔE to the lowest compared entry with this formula, charge and spin = 0.00 kcal per mole